The ion C3H10O4P with charge +1 in a non-equilibrium geometry, computed with ωB97M-V/def2-TZVPD.

Element x y z (Å)
C  -0.116  2.392  1.251
C  0.190  -1.995  0.884
C  -0.239  -0.877  -2.479
O  -1.227  3.134  1.104
O  -0.094  1.223  0.479
O  1.257  -1.154  0.351
O  -0.296  -0.006  -1.422
P  0.848  0.581  -0.650
H  -1.921  2.705  1.563
H  0.846  2.869  1.003
H  0.002  2.113  2.333
H  0.578  -2.977  1.199
H  -0.394  -2.212  0.036
H  -0.550  -1.507  1.538
H  -0.192  -0.542  -3.558
H  -1.139  -1.396  -2.297
H  0.546  -1.569  -2.372
H  1.900  -0.782  1.035

As for the multiplicity: 1. The value obtained for the highest occupied orbital energy is -0.5477 Ha. The total charge is +1.

Löwdin atomic charge list, values in e, 8 entries: atom 1 (C): -0.3511, atom 2 (C): -0.0290, atom 3 (C): -0.1113, atom 4 (O): 0.0698, atom 5 (O): -0.2610, atom 6 (O): -0.2188, atom 7 (O): -0.3101, atom 8 (P): 1.0662

A cluster of 2 separate species, C3H10OS in total in a non-equilibrium geometry, computed with ωB97M-V/def2-TZVPD.

Element x y z (Å)
C  1.147  -1.705  -1.291
C  -0.060  -1.336  -0.452
C  0.340  -0.359  0.560
S  -1.182  0.080  1.585
H  0.805  -2.348  -2.136
H  1.885  -2.133  -0.854
H  1.505  -0.819  -1.877
H  -0.694  -0.838  -1.216
H  -0.581  -2.240  -0.018
H  0.458  0.661  0.019
H  1.101  -0.544  1.285
H  -1.860  -0.973  1.940
O  0.736  2.742  -1.595
H  0.187  3.470  -1.506
H  1.655  2.940  -1.149

Its SMILES is CCCS.O. As for the multiplicity: 1. The value obtained for the highest occupied orbital energy is -0.3223 Ha. The total charge is 0.

Löwdin atomic charge list, values in e, 8 entries: atom 1 (C): -0.1132, atom 2 (C): -0.3792, atom 3 (C): -0.5299, atom 4 (S): 0.6538, atom 5 (H): 0.0907, atom 6 (H): -0.0043, atom 7 (H): 0.0976, atom 8 (H): 0.1171

A cluster of 2 separate species, C3H10OS2 in total in a non-equilibrium geometry, computed with ωB97M-V/def2-TZVPD.

Element x y z (Å)
C  -1.793  0.675  2.003
C  -0.746  -0.186  1.236
S  0.265  1.074  0.466
S  -0.352  0.193  -1.792
C  0.483  -1.350  -1.324
H  -2.638  -0.010  2.308
H  -2.256  1.475  1.392
H  -1.415  1.153  2.923
H  -0.250  -0.980  1.795
H  -1.382  -0.517  0.434
H  1.476  -1.062  -1.021
H  -0.133  -1.896  -0.600
H  0.390  -1.917  -2.282
O  3.211  1.156  -1.856
H  2.590  0.702  -2.450
H  2.550  1.490  -1.233

Its SMILES is CCSSC.O. As for the multiplicity: 1. The value obtained for the highest occupied orbital energy is -0.3339 Ha. The total charge is 0.

Löwdin atomic charge list, values in e, 8 entries: atom 1 (C): -0.2230, atom 2 (C): -0.6638, atom 3 (S): 0.6073, atom 4 (S): 0.5292, atom 5 (C): -0.5224, atom 6 (H): 0.0804, atom 7 (H): 0.0645, atom 8 (H): 0.0650

A cluster of 2 separate species, C3H10OS2 in total in a non-equilibrium geometry, computed with ωB97M-V/def2-TZVPD.

Element x y z (Å)
C  1.487  -0.659  0.629
C  2.531  -0.670  -0.491
O  3.681  -1.462  -0.294
H  0.804  -1.509  0.584
H  0.742  0.146  0.371
H  1.825  -0.370  1.625
H  1.976  -1.045  -1.360
H  2.755  0.376  -0.726
H  4.475  -0.930  -0.338
C  -3.383  0.219  0.743
S  -2.110  1.487  0.641
S  -1.850  1.823  -1.375
H  -3.580  0.148  1.811
H  -4.150  0.376  0.002
H  -2.833  -0.665  0.412
H  -2.371  2.736  -2.235

Its SMILES is CCO.CSS. As for the multiplicity: 1. The value obtained for the highest occupied orbital energy is -0.3337 Ha. The total charge is 0.

Löwdin atomic charge list, values in e, 8 entries: atom 1 (C): -0.0947, atom 2 (C): -0.3331, atom 3 (O): -0.0676, atom 4 (H): 0.0656, atom 5 (H): 0.0519, atom 6 (H): 0.0716, atom 7 (H): 0.1066, atom 8 (H): 0.1089

A cluster of 2 separate species, C3H10S2 in total in a non-equilibrium geometry, computed with ωB97M-V/def2-TZVPD.

Element x y z (Å)
C  2.703  0.598  -2.290
S  2.467  -1.147  -2.522
S  0.468  -1.439  -2.578
H  2.943  1.141  -3.208
H  3.517  0.888  -1.620
H  1.850  1.109  -1.845
H  0.255  -1.428  -1.261
C  -2.095  0.587  1.525
C  -1.457  -0.551  2.320
H  -2.787  0.118  0.819
H  -1.318  1.171  1.029
H  -2.705  1.337  2.034
H  -0.687  -0.136  2.977
H  -2.167  -1.020  2.997
H  -0.987  -1.228  1.623

Its SMILES is CSS.CC. As for the multiplicity: 1. The value obtained for the highest occupied orbital energy is -0.3317 Ha. The total charge is 0.

Löwdin atomic charge list, values in e, 8 entries: atom 1 (C): -0.5246, atom 2 (S): 0.3493, atom 3 (S): 0.3020, atom 4 (H): 0.0285, atom 5 (H): 0.0332, atom 6 (H): 0.0270, atom 7 (H): -0.2176, atom 8 (C): -0.1792

A cluster of 2 separate species, C3H10S2 in total in a non-equilibrium geometry, computed with ωB97M-V/def2-TZVPD.

Element x y z (Å)
C  1.715  -1.554  0.392
S  0.575  -2.494  -0.658
H  1.156  -1.188  1.287
H  2.585  -2.222  0.604
H  2.020  -0.693  -0.370
H  0.019  -3.262  0.269
C  -0.627  1.772  -1.372
S  -2.001  1.180  -0.452
C  -1.190  0.713  1.071
H  0.279  1.923  -0.854
H  -0.898  2.761  -1.821
H  -0.462  1.195  -2.309
H  -2.007  0.876  1.813
H  -1.022  -0.364  1.217
H  -0.143  1.358  1.183

As for the multiplicity: 2. The expectation value of S² is 0.75. The value obtained for the highest occupied orbital energy (alpha / beta) is -0.4550 / -0.4544 Ha. The total charge is +1.

Löwdin atomic charge list, values in e, 8 entries: atom 1 (C): -0.5037, atom 2 (S): 0.6037, atom 3 (H): 0.0125, atom 4 (H): 0.0385, atom 5 (H): 0.0622, atom 6 (H): -0.1601, atom 7 (C): -0.3380, atom 8 (S): 1.1337

A cluster of 2 separate species, C3H10S3Si in total in a non-equilibrium geometry, computed with ωB97M-V/def2-TZVPD.

Element x y z (Å)
C  1.787  -1.451  0.606
Si  1.337  0.417  0.380
C  0.718  0.625  -1.361
S  -0.054  1.177  2.014
H  2.308  -1.911  -0.298
H  2.569  -1.651  1.316
H  0.941  -2.085  0.880
H  2.361  1.587  0.376
H  -0.429  0.290  -1.532
H  0.690  1.713  -1.513
H  1.302  0.115  -2.217
H  0.266  2.385  2.080
S  -3.050  1.246  -0.851
C  -2.535  0.106  0.177
S  -2.855  -1.624  0.109
H  -1.750  0.544  0.826
H  -3.606  -1.482  -0.992

Its SMILES is C[SiH](C)S.S=CS. As for the multiplicity: 1. The value obtained for the highest occupied orbital energy is -0.3159 Ha. The total charge is 0.

Löwdin atomic charge list, values in e, 8 entries: atom 1 (C): -0.2359, atom 2 (Si): 0.3687, atom 3 (C): -0.3041, atom 4 (S): 0.4687, atom 5 (H): 0.0527, atom 6 (H): -0.0015, atom 7 (H): 0.0191, atom 8 (H): -0.0193

The molecule C3H10SSi in a non-equilibrium geometry, computed with ωB97M-V/def2-TZVPD.

Element x y z (Å)
C  1.192  -0.949  -0.910
C  0.485  -0.030  0.061
C  1.368  1.205  0.517
S  -0.937  0.794  -0.637
Si  -2.591  -0.282  0.321
H  0.672  -1.794  -0.966
H  1.336  -0.447  -1.998
H  2.111  -1.273  -0.603
H  0.322  -0.408  1.052
H  2.319  1.017  0.962
H  0.816  1.807  1.086
H  1.724  1.707  -0.300
H  -2.280  0.006  1.714
H  -2.735  -1.763  -0.043
H  -3.802  0.409  -0.258

Its SMILES is CC(C)S[SiH3]. As for the multiplicity: 1. The value obtained for the highest occupied orbital energy is -0.3267 Ha. The total charge is 0.

Löwdin atomic charge list, values in e, 8 entries: atom 1 (C): -0.1275, atom 2 (C): -0.7723, atom 3 (C): -0.1475, atom 4 (S): 0.5644, atom 5 (Si): 0.3710, atom 6 (H): 0.0156, atom 7 (H): 0.1420, atom 8 (H): 0.0405

The molecule C3H10Si2 in a non-equilibrium geometry, computed with ωB97M-V/def2-TZVPD.

Element x y z (Å)
C  -2.395  0.132  1.071
C  -1.558  -0.384  0.188
Si  0.313  -0.068  0.396
C  1.075  -1.608  -0.538
Si  1.156  1.823  -0.669
H  -3.457  -0.086  1.037
H  -2.152  0.594  2.014
H  -1.959  -1.203  -0.402
H  0.468  -0.501  1.828
H  1.886  -2.133  -0.170
H  0.282  -2.316  -0.804
H  1.342  -1.261  -1.539
H  1.910  1.703  -2.006
H  0.739  3.297  -0.424
H  2.350  2.011  0.017

Its SMILES is C=C[Si@@H](C)[SiH3]. As for the multiplicity: 1. The value obtained for the highest occupied orbital energy is -0.3614 Ha. The total charge is 0.

Löwdin atomic charge list, values in e, 8 entries: atom 1 (C): -0.1142, atom 2 (C): -0.3356, atom 3 (Si): 0.4733, atom 4 (C): -0.2582, atom 5 (Si): 0.4784, atom 6 (H): 0.0460, atom 7 (H): 0.0419, atom 8 (H): 0.0518

A structure of composition C3H11AsF, computed with ωB97M-V/def2-TZVPD.

Element x y z (Å)
C  -1.097  1.583  0.652
C  0.328  1.047  0.790
C  0.798  0.292  -0.434
F  0.445  1.058  -1.585
As  0.159  -1.685  -0.577
H  -1.530  1.837  1.622
H  -1.735  0.835  0.182
H  -1.115  2.479  0.030
H  0.390  0.340  1.627
H  1.006  1.877  1.027
H  1.890  0.197  -0.460
H  1.505  -1.998  -1.438
H  -0.648  -1.363  -1.921
H  -1.162  -1.372  0.307
H  1.002  -1.899  0.801
H  -0.235  -3.227  -0.623

As for the multiplicity: 1. The value obtained for the highest occupied orbital energy is -0.1090 Ha. The total charge is -1.

Löwdin atomic charge list, values in e, 8 entries: atom 1 (C): -0.1433, atom 2 (C): -0.3114, atom 3 (C): -0.5620, atom 4 (F): -0.1596, atom 5 (As): 0.3260, atom 6 (H): 0.0562, atom 7 (H): 0.0458, atom 8 (H): 0.0575

A cluster of 2 separate species, C3H11BrN3 in total in a non-equilibrium geometry, computed with ωB97M-V/def2-TZVPD.

Element x y z (Å)
Br  -2.102  3.356  -1.346
C  -1.024  4.872  -0.925
H  -1.584  5.575  -0.286
H  -0.725  5.397  -1.848
H  -0.114  4.557  -0.389
C  0.653  -1.786  -0.269
N  1.238  -2.964  -0.043
N  -0.056  -1.205  0.693
N  0.783  -1.198  -1.464
C  -0.248  -1.776  2.022
H  1.140  -3.416  0.869
H  1.784  -3.415  -0.781
H  -0.491  -0.303  0.485
H  0.336  -0.296  -1.641
H  1.330  -1.651  -2.200
H  -0.874  -1.083  2.609
H  0.714  -1.910  2.544
H  -0.759  -2.752  1.969

As for the multiplicity: 1. The value obtained for the highest occupied orbital energy is -0.4662 Ha. The total charge is +1.

Löwdin atomic charge list, values in e, 8 entries: atom 1 (Br): 0.5171, atom 2 (C): -0.5807, atom 3 (H): 0.0254, atom 4 (H): 0.0248, atom 5 (H): 0.0172, atom 6 (C): -0.4446, atom 7 (N): 0.2103, atom 8 (N): 0.0361

A cluster of 2 separate species, C3H11N in total in a non-equilibrium geometry, computed with ωB97M-V/def2-TZVPD.

Element x y z (Å)
C  0.338  -0.964  -1.218
C  -1.155  -0.897  -1.003
N  -1.727  0.409  -1.438
H  0.876  -0.246  -0.606
H  0.647  -0.627  -2.206
H  0.807  -1.864  -0.840
H  -1.446  -1.196  -0.003
H  -1.585  -1.602  -1.720
H  -0.944  1.021  -1.642
H  -2.265  0.844  -0.700
C  1.294  1.030  2.236
H  1.742  0.565  1.364
H  1.948  1.069  3.113
H  0.984  2.060  2.072
H  0.487  0.398  2.591

Its SMILES is CCN.C. As for the multiplicity: 1. The value obtained for the highest occupied orbital energy is -0.3397 Ha. The total charge is 0.

Löwdin atomic charge list, values in e, 8 entries: atom 1 (C): -0.1226, atom 2 (C): -0.3308, atom 3 (N): -0.0200, atom 4 (H): 0.0369, atom 5 (H): 0.0768, atom 6 (H): 0.0717, atom 7 (H): 0.0978, atom 8 (H): 0.0905

A structure of composition C3H11N2 in a non-equilibrium geometry, computed with ωB97M-V/def2-TZVPD.

Element x y z (Å)
C  0.453  1.697  -1.588
N  -0.502  0.885  -1.185
H  1.457  1.365  -1.415
H  0.164  2.663  -2.103
H  -1.537  1.170  -1.619
H  -0.469  -1.883  -0.137
C  -0.800  -0.201  1.643
C  0.511  -0.871  1.283
N  0.392  -1.307  -0.183
H  -1.025  0.597  0.981
H  -0.768  0.150  2.704
H  -1.666  -0.988  1.689
H  0.918  -1.753  1.782
H  1.431  -0.263  1.313
H  1.368  -1.449  -0.644
H  -0.090  -0.400  -1.002

As for the multiplicity: 1. The value obtained for the highest occupied orbital energy is -0.5471 Ha. The total charge is +1.

Löwdin atomic charge list, values in e, 8 entries: atom 1 (C): 0.0479, atom 2 (N): -0.0191, atom 3 (H): 0.0804, atom 4 (H): 0.1201, atom 5 (H): 0.1955, atom 6 (H): 0.1355, atom 7 (C): -0.0901, atom 8 (C): -0.2429

A cluster of 2 separate species, C3H11N2 in total, computed with ωB97M-V/def2-TZVPD.

Element x y z (Å)
C  -0.084  0.300  -2.009
C  -1.820  -0.579  -0.618
N  -0.715  0.015  -0.717
H  0.929  -0.097  -2.002
H  -0.021  1.379  -2.138
H  -0.655  -0.120  -2.829
H  -2.369  -0.923  -1.489
H  -2.246  -0.765  0.360
H  -0.092  0.361  0.225
C  1.476  -0.530  1.760
N  0.784  0.701  1.318
H  1.975  -0.987  0.910
H  0.748  -1.234  2.148
H  2.223  -0.332  2.530
H  0.289  1.119  2.102
H  1.470  1.395  1.033

As for the multiplicity: 1. The value obtained for the highest occupied orbital energy is -0.5512 Ha. The total charge is +1.

Löwdin atomic charge list, values in e, 8 entries: atom 1 (C): -0.0241, atom 2 (C): 0.1159, atom 3 (N): -0.0509, atom 4 (H): 0.0990, atom 5 (H): 0.1042, atom 6 (H): 0.0950, atom 7 (H): 0.1146, atom 8 (H): 0.1107

A cluster of 2 separate species, C3H11N2 in total in a non-equilibrium geometry, computed with ωB97M-V/def2-TZVPD.

Element x y z (Å)
C  -2.493  0.461  -1.272
N  -2.058  -0.105  -0.228
H  -3.506  0.858  -1.326
H  -1.954  0.357  -2.208
H  -0.225  0.169  0.270
H  -2.635  0.038  0.593
C  1.121  -1.383  0.096
N  0.673  -0.102  0.713
C  1.624  1.054  0.545
H  1.460  -1.134  -0.906
H  1.877  -1.889  0.686
H  0.243  -2.023  0.023
H  0.470  -0.254  1.694
H  1.840  1.072  -0.524
H  2.530  0.931  1.122
H  1.033  1.949  0.721

As for the multiplicity: 1. The value obtained for the highest occupied orbital energy is -0.5393 Ha. The total charge is +1.

Löwdin atomic charge list, values in e, 8 entries: atom 1 (C): -0.0559, atom 2 (N): 0.0104, atom 3 (H): 0.0850, atom 4 (H): 0.0750, atom 5 (H): 0.0882, atom 6 (H): 0.0664, atom 7 (C): -0.0022, atom 8 (N): -0.0674

| no. | energy (a.u.) |
| --- | --- |
| 1 | -762.3217 |
| 2 | -593.6696 |
| 3 | -991.8498 |
| 4 | -991.8465 |
| 5 | -916.6488 |
| 6 | -916.3064 |
| 7 | -1604.3167 |
| 8 | -807.9287 |
| 9 | -699.1801 |
| 10 | -2456.3721 |
| 11 | -2858.9802 |
| 12 | -175.6231 |
| 13 | -230.0815 |
| 14 | -230.1504 |
| 15 | -230.1411 |